1.
# C36H39ClFeNO3P3S5

A molecular structure, C36H39ClFeNO3P3S5 (ωB97M-V/def2-TZVPD, the OMol25 dataset).

Results
**<S²>**: 0.801
**HOMO (spin up / spin down)**: -3.7 / -3.7 eV
**Spin multiplicity**: 2
**HOMO-LUMO gap (spin up / spin down)**: 6.022 / 6.056 eV
**Total charge**: -1

XYZ file:
```
89
C36H39ClFeNO3P3S5, DFT ωB97M-V/def2-TZVPD
Fe 0.05040 0.20207 0.20970
S -1.14716 -6.79807 -1.73422
C -1.06782 -5.22652 -1.20849
S -1.91002 -3.92333 -1.96652
C -1.30338 -2.63072 -0.96134
C -0.41560 -3.00701 0.00066
S 0.24917 -1.87580 1.14997
S -0.03638 -4.70391 0.07546
S -1.79499 -0.98169 -1.18305
C 3.24064 -0.82371 1.40531
P 2.26340 0.37460 0.45880
C 2.68257 1.95878 1.24570
C 3.22567 0.49341 -1.11305
C 2.30896 1.17498 -2.12209
P 0.71096 0.26883 -2.00185
C -0.32879 1.14442 -3.20714
C 1.12404 -1.32284 -2.80351
H 4.28042 -0.48542 1.43804
H 3.17055 -1.80593 0.94546
H 2.84686 -0.89490 2.41866
H 3.73597 2.20271 1.08413
H 2.46620 1.87867 2.30684
H 2.03592 2.72901 0.82719
H 3.47891 -0.51963 -1.43858
H 4.16513 1.02758 -0.94814
H 2.71548 1.19354 -3.13704
H 2.10381 2.20407 -1.81492
H 0.10734 1.07248 -4.20674
H -0.38613 2.19216 -2.91636
H -1.32156 0.70455 -3.21301
H 1.77570 -1.17030 -3.66540
H 0.20233 -1.80553 -3.12204
H 1.60921 -1.98666 -2.08796
N 0.17405 0.75378 2.03260
P -0.64896 0.89399 3.31539
C -2.20078 -0.04540 3.55156
C -2.83669 -0.07938 4.78960
C -4.01149 -0.78849 4.95920
C -4.56184 -1.47919 3.88702
C -3.93303 -1.45136 2.65292
C -2.75638 -0.73574 2.48203
C 0.27096 0.46005 4.84653
C 0.95676 -0.75360 4.82548
C 1.66725 -1.18258 5.93174
C 1.71103 -0.39790 7.07623
C 1.03229 0.81093 7.10723
C 0.31453 1.23532 5.99907
C -1.16949 2.63763 3.59766
C -0.17687 3.60260 3.77373
C -0.49308 4.94826 3.80717
C -1.81413 5.35582 3.65377
C -2.80696 4.40774 3.46698
C -2.48565 3.05855 3.43789
H -2.40819 0.44698 5.63404
H -4.49493 -0.80957 5.92800
H -5.47766 -2.04188 4.01835
H -4.34948 -1.98840 1.81076
H -2.27621 -0.71809 1.50825
H 0.91347 -1.36746 3.93322
H 2.18508 -2.13274 5.90259
H 2.27223 -0.72968 7.94056
H 1.06082 1.42918 7.99575
H -0.21414 2.18103 6.04060
H 0.85767 3.29478 3.87174
H 0.29062 5.68297 3.94495
H -2.06349 6.40941 3.67458
H -3.83605 4.71704 3.33372
H -3.26625 2.32558 3.27425
C -2.77276 4.42787 -3.96522
C -1.42543 4.88293 -3.49962
C -0.47507 5.35559 -4.39113
C 0.77123 5.75013 -3.93724
Cl 1.95377 6.32526 -5.08279
C 1.09488 5.68542 -2.59532
C 0.15715 5.21370 -1.69157
C -1.09842 4.81275 -2.13566
O -2.10273 4.36689 -1.33622
C -1.83561 3.91565 -0.01009
C -1.18234 2.52558 -0.01815
O 0.03922 2.44474 -0.34215
O -1.85695 1.53602 0.27217
H -2.80722 4.38217 -5.05233
H -3.55527 5.10615 -3.62188
H -3.00817 3.44384 -3.55977
H -0.70238 5.40193 -5.44749
H 2.07623 5.98519 -2.25745
H 0.43021 5.11048 -0.65415
H -2.81365 3.85201 0.46342
H -1.22056 4.63866 0.53625
```

Here are the Löwdin charges for atoms 1 to 8, given in e:
1. Fe -0.0977
2. S 0.4282
3. C -1.5251
4. S 0.8779
5. C -1.1415
6. C -1.0968
7. S 0.6469
8. S 0.8809

---

2.
# H7O3

3 unconnected molecules or ions with the total composition H7O3 (ωB97M-V/def2-TZVPD, the OMol25 dataset).

Results
**HOMO**: -17.1 eV
**Energy relative to the best compared isomer or geometry (same formula, charge and spin)**: 8.75 kcal/mol
**HOMO-LUMO gap**: 13.427 eV
**Total charge**: +1

XYZ file:
```
10
H7O3, DFT ωB97M-V/def2-TZVPD
O 1.00153 -0.65649 1.86225
H 0.57682 -0.79654 2.72885
H 1.89767 -0.94160 1.84538
O -0.19256 0.94785 -1.95410
H 0.38625 1.66335 -2.19996
H -0.64927 0.59744 -2.71093
O -0.82535 -0.23224 0.10718
H -0.43341 0.30925 -0.73738
H -1.48221 -0.82189 -0.25618
H -0.17908 -0.36914 0.85348
```

Here are the Löwdin charges for atoms 1 to 8, given in e:
1. O 0.0124
2. H 0.1081
3. H 0.0762
4. O 0.0703
5. H 0.1118
6. H 0.1035
7. O 0.2029
8. H 0.0859

---

3.
# C3H27HfO12

A molecular structure, C3H27HfO12 (ωB97M-V/def2-TZVPD, the OMol25 dataset).

Results
**HOMO**: -12.9 eV
**HOMO-LUMO gap**: 8.610 eV
**Total charge**: +1

XYZ file:
```
43
C3H27HfO12, DFT ωB97M-V/def2-TZVPD
Hf 4.08159 -4.30600 22.01319
C 6.67344 -3.82183 23.18565
O 5.62370 -4.66875 23.07200
H 6.83245 -3.47206 22.17748
H 7.56571 -4.19679 23.65212
H 6.36787 -2.98699 23.72327
C 1.54252 -4.86594 23.49635
O 2.83698 -4.53082 23.45781
H 1.30400 -5.57757 22.66946
H 1.00894 -3.91921 23.42392
H 1.21191 -5.27273 24.41271
C 3.61821 -1.09136 22.30657
O 4.20410 -2.36044 22.08770
H 3.63446 -0.71692 21.28656
H 4.32073 -0.42925 22.87698
H 2.63936 -1.24987 22.68400
O 0.90983 0.83834 22.35897
H 1.47355 1.31952 22.97812
H 0.59110 1.51146 21.75206
O 3.24790 -1.88916 19.17755
H 4.12438 -1.71564 18.90062
H 2.88999 -1.00526 19.25088
O -0.28886 -1.66234 22.03138
H -0.87443 -1.42946 22.74895
H 0.49320 -1.23532 22.32563
O 5.44837 0.84880 18.98343
H 4.77988 1.32895 19.50162
H 5.93980 0.28608 19.56426
O 3.25722 1.90033 20.46647
H 3.69223 2.08004 21.29793
H 2.80213 1.08778 20.68707
O 5.09080 -4.20316 20.17592
H 6.01291 -4.32008 19.96546
H 4.71184 -4.77842 19.49504
O 1.52156 -0.08090 20.04778
H 0.74080 0.16637 19.55869
H 1.28454 0.09600 20.95479
O 6.33181 -0.27628 21.26537
H 5.44440 -0.54578 21.31098
H 6.38357 0.01260 22.14404
O 2.41661 -3.90305 20.78708
H 2.52364 -3.12370 20.24737
H 2.05692 -4.58334 20.23667
```

Here are the Löwdin charges for atoms 1 to 8, given in e:
1. Hf 1.6044
2. C -0.2138
3. O -0.3632
4. H 0.0620
5. H 0.0928
6. H 0.0629
7. C -0.2311
8. O -0.3608

---

4.
# C21H25N8O5S2Se2Tl

A molecular structure, C21H25N8O5S2Se2Tl (ωB97M-V/def2-TZVPD, the OMol25 dataset).

Results
**HOMO**: -2.7 eV
**Energy relative to the best compared isomer or geometry (same formula, charge and spin)**: 6.59 kcal/mol
**HOMO-LUMO gap**: 7.075 eV
**Total charge**: -2

XYZ file:
```
64
C21H25N8O5S2Se2Tl, DFT ωB97M-V/def2-TZVPD
Tl 0.11718 -0.67353 -0.58444
O 1.11704 -3.45359 2.79271
C 0.73672 -2.52534 2.07923
O 0.58944 -2.52819 0.81974
C 0.33781 -1.23026 2.78387
C 0.43517 -1.11318 4.16575
C 0.01353 0.06040 4.76133
C -0.52024 1.06613 3.96592
C -0.58876 0.86125 2.59881
N -0.14762 -0.25837 2.02511
H 0.84007 -1.94855 4.71808
H 0.09062 0.19180 5.83486
H -0.87372 1.99833 4.38639
H -1.00582 1.60730 1.93605
O -2.06244 -4.68499 -0.64280
C -2.50154 -3.37388 -0.28527
C -3.03030 -2.57129 -1.48226
C -4.27247 -3.29837 -2.03439
O -4.02126 -4.60806 -2.51474
C -2.01925 -2.39324 -2.64507
Se -0.11356 -2.76438 -2.30079
C -3.55511 -1.22883 -0.96866
Se -2.33997 0.27721 -0.57520
H -1.16689 -4.54705 -1.01208
H -1.69231 -2.84076 0.21794
H -3.31742 -3.50830 0.43140
H -4.68541 -2.72138 -2.86897
H -5.03739 -3.32667 -1.24311
H -3.30581 -4.96040 -1.95345
H -2.07370 -1.35926 -3.00044
H -2.29314 -3.05792 -3.46248
H -4.14685 -1.39514 -0.06607
H -4.22560 -0.81005 -1.72413
C -2.03563 1.43854 -4.28721
C -0.64235 1.87971 -3.95103
C -0.04406 2.97653 -4.55339
C 1.25930 3.25902 -4.16930
N 1.91136 2.56557 -3.25002
C 1.22154 1.55151 -2.68355
S 2.06480 0.68322 -1.42917
N -0.00100 1.16684 -3.03448
H -2.43959 2.00792 -5.12488
H -2.66748 1.56720 -3.40809
H -2.04212 0.37363 -4.53236
H -0.56123 3.56509 -5.29940
H 1.80681 4.08022 -4.62560
O -0.17567 2.73524 0.23486
N 0.90799 3.10774 0.70309
C 0.88602 4.16155 1.54605
C -0.30425 4.84387 1.92848
N -1.26202 5.39657 2.25726
C 2.13947 4.56871 2.07911
N 3.16901 4.88530 2.49816
C 5.75897 -0.63433 3.02667
N 5.17982 0.56785 2.47025
C 4.04386 0.53349 1.71046
N 3.50655 1.73362 1.45435
S 3.36231 -0.89018 1.16167
H 6.73219 -0.38450 3.45123
H 5.88521 -1.37148 2.23722
H 5.12659 -1.08521 3.79699
H 5.34529 1.42368 2.97517
H 3.90655 2.59338 1.79526
H 2.68074 1.81824 0.86940
```

Here are the Löwdin charges for atoms 1 to 8, given in e:
1. Tl 0.3176
2. O 0.0066
3. C -0.6791
4. O -0.2059
5. C -0.2117
6. C -0.0107
7. C -0.0756
8. C -0.0585